Entry 1:
Here is C19H29BN2O2Pd as an isolated structure in a non-equilibrium geometry from the OMol25 dataset. Energies are from wB97M-V/def2-TZVPD.

## Properties
energy: -1153.93788 Ha
E_HOMO (alpha / beta): -0.1745 / -0.2729 Ha
energy above the lowest of the compared OMol25 structures with the same formula, charge and spin: 428.4 kJ/mol
gap between HOMO and LUMO (alpha / beta): 0.16214 / 0.24995 Eh

```
! RIJCOSX wB97M-V def2-TZVPD def2/J DEFGRID3
* xyz 0 3
C -2.97375 -0.77396 -0.58472
C -2.91696 1.12428 -2.30935
H -3.05946 -1.57137 -1.41964
H -3.98861 -0.14199 -0.42403
H -2.33245 -0.70313 0.33790
H -1.95887 1.29015 -2.85879
H -3.55529 0.22836 -2.79400
H -3.56064 1.80275 -1.61814
C -0.37788 -2.64214 -1.07034
C 0.49926 -3.72035 -1.23192
C 1.70351 -3.50965 -1.90934
C 1.97347 -2.23580 -2.40832
H -1.32529 -2.77329 -0.54939
H 0.22540 -4.69045 -0.81713
H 2.41942 -4.32413 -2.04092
H 2.90790 -2.01993 -2.92646
N -0.10821 -1.42096 -1.53062
C 1.03603 -1.19582 -2.21730
C 1.26456 0.17245 -2.70339
N 0.33738 1.10502 -2.35925
C 0.49190 2.36346 -2.78623
C 2.54431 1.83966 -3.92790
C 1.57073 2.78111 -3.57553
H -0.27172 3.07355 -2.48509
H 1.62852 3.82396 -3.88735
C 2.38661 0.52507 -3.48663
H 3.12455 -0.24075 -3.73568
H 3.40764 2.12674 -4.53357
Pd -1.49501 0.39180 -1.12534
C -1.48575 2.40362 -0.34668
H -1.79728 3.08969 -1.15194
H -0.53285 2.77477 0.07032
H -2.26511 2.40008 0.43039
C -0.82229 0.76016 4.29193
C -0.04255 0.69893 2.99292
C 1.09466 1.72051 3.06996
O -0.92724 1.07302 1.92574
B -0.53001 0.38593 0.77094
O 0.43218 -0.57015 1.09357
C 0.45192 -0.71275 2.52721
C 1.85153 -1.11059 2.93615
C -0.50489 -1.83676 2.93693
H -1.67413 0.06922 4.28832
H -1.19554 1.78191 4.44342
H -0.15728 0.50676 5.12840
H 0.67413 2.73203 3.15203
H 1.70130 1.53394 3.96607
H 1.75180 1.68427 2.18848
H 1.90658 -1.20354 4.03095
H 2.09180 -2.08847 2.49752
H 2.59312 -0.37764 2.59555
H -1.56077 -1.59891 2.73177
H -0.24694 -2.75831 2.39468
H -0.40341 -2.04232 4.01386
*
```

Here are the natural (NBO) charges for atoms 1 to 6, given in e:
1 C -0.93
2 C -0.79
3 H 0.22
4 H 0.21
5 H 0.21
6 H 0.20

Entry 2:
Here is one molecule with the formula C6H13O2P in a non-equilibrium geometry from the OMol25 dataset. Energies are from wB97M-V/def2-TZVPD.

## Properties
energy: -728.13053 Ha
E_HOMO (alpha / beta): -0.2667 / -0.3137 Ha
energy above the lowest of the compared OMol25 structures with the same formula, charge and spin: 355.3 kJ/mol
gap between HOMO and LUMO (alpha / beta): 0.21490 / 0.33815 Eh

```
! RIJCOSX wB97M-V def2-TZVPD def2/J DEFGRID3
* xyz 0 1
C 1.12043 0.45982 0.38137
C -0.28522 0.37584 0.90107
C 2.07727 -0.61226 0.97216
C -1.34368 1.38966 0.65861
C -0.60369 -0.84212 1.71484
C -0.97548 0.09595 -2.92026
O 1.19798 0.46185 -1.05312
O 0.03312 -1.83627 -1.25424
P 0.53267 -0.72213 -2.07964
H 1.49684 1.53152 0.40086
H 1.86592 -1.60257 0.95257
H 2.33459 -0.51676 2.11088
H 2.95188 -0.54989 0.51155
H -2.22775 0.77522 0.54443
H -1.00690 2.13201 -0.00640
H -1.59334 2.07518 1.47296
H -0.23783 -1.78219 1.20691
H -1.67454 -0.78114 1.93216
H -0.07218 -0.82095 2.59916
H -1.85786 -0.32095 -2.33400
H -0.85857 -0.13207 -3.88611
H -0.87365 1.22224 -2.82576
*
```

Here are the natural (NBO) charges for atoms 1 to 6, given in e:
1 C 0.03
2 C 0.13
3 C -0.62
4 C -0.70
5 C -0.68
6 C -0.93

Entry 3:
Here is one molecule with the formula C4H7NO from the OMol25 dataset. Energies are from wB97M-V/def2-TZVPD.

## Properties
energy: -286.58659 Ha
SMILES: C=C/N=C(/C)O
E_HOMO: -0.3360 Ha
energy above the lowest of the compared OMol25 structures with the same formula, charge and spin: 118.3 kJ/mol
gap between HOMO and LUMO: 0.37105 Eh

```
! RIJCOSX wB97M-V def2-TZVPD def2/J DEFGRID3
* xyz 0 1
C -2.10579 -0.84791 0.21026
C -1.45544 -0.10849 -0.69574
N -0.07297 -0.07673 -0.91641
C 0.72417 0.27869 0.01234
C 2.20466 0.32460 -0.19670
O 0.37567 0.67274 1.25477
H -1.58148 -1.51289 0.89339
H -3.19129 -0.85297 0.23644
H -2.02435 0.49438 -1.40365
H 2.57569 1.34068 -0.02932
H 2.70571 -0.33013 0.52241
H 2.43915 0.00810 -1.21275
H -0.59375 0.60993 1.32496
*
```

Here are the natural (NBO) charges for atoms 1 to 6, given in e:
1 C -0.50
2 C -0.02
3 N -0.53
4 C 0.60
5 C -0.67
6 O -0.68

Entry 4:
Here is a 2-piece molecular cluster, C3H12N3O overall in a non-equilibrium geometry from the OMol25 dataset. Energies are from wB97M-V/def2-TZVPD.

## Properties
energy: -360.81398 Ha
E_HOMO: -0.5186 Ha
energy above the lowest of the compared OMol25 structures with the same formula, charge and spin: 54.5 kJ/mol
gap between HOMO and LUMO: 0.39681 Eh

```
! RIJCOSX wB97M-V def2-TZVPD def2/J DEFGRID3
* xyz 1 1
C 0.28641 -1.16626 -1.70816
C 1.43963 -0.18721 -1.55354
N 1.53868 0.30060 -0.14395
H 0.31193 -1.53646 -2.73106
H 0.33626 -2.00131 -1.01216
H -0.67094 -0.65084 -1.61942
H 2.38207 -0.66490 -1.81152
H 1.28387 0.67553 -2.19703
H 0.64697 0.73909 0.24255
H 2.27153 1.00972 -0.04543
H 1.80759 -0.47173 0.46761
N -0.66933 1.41440 1.34321
C -1.22374 0.21796 1.86344
N -2.42215 -0.16818 1.28758
O -0.67481 -0.38437 2.74693
H -1.37769 2.07307 1.03279
H -0.14809 1.85320 2.09728
H -2.60978 -1.15174 1.42857
H -2.50843 0.09941 0.31232
*
```

Here are the natural (NBO) charges for atoms 1 to 6, given in e:
1 C -0.63
2 C -0.22
3 N -0.70
4 H 0.26
5 H 0.23
6 H 0.21

Entry 5:
Here is one molecule with the formula C4H8N4 in a non-equilibrium geometry from the OMol25 dataset. Energies are from wB97M-V/def2-TZVPD.

## Properties
energy: -376.07260 Ha
SMILES: CN1N=N[C@]2(C)CN12
E_HOMO: -0.3177 Ha
energy above the lowest of the compared OMol25 structures with the same formula, charge and spin: 461.7 kJ/mol
gap between HOMO and LUMO: 0.35515 Eh

```
! RIJCOSX wB97M-V def2-TZVPD def2/J DEFGRID3
* xyz 0 1
C 2.53038 -0.29156 -0.34412
N 1.19729 0.18482 -0.13958
N 0.79414 1.41707 -0.26628
N -0.42628 1.63829 -0.11942
C -1.07994 0.43481 0.19827
C -2.24983 0.10307 -0.71114
C -0.70340 -0.33430 1.29852
N 0.16406 -0.74239 0.20237
H 2.28583 -1.31913 -0.60705
H 2.90566 0.02470 -1.31086
H 3.12675 -0.30082 0.58611
H -1.74655 -0.64064 -1.34283
H -2.44981 0.99895 -1.28025
H -3.03449 -0.16533 0.03126
H -0.16284 0.19987 2.09358
H -1.15099 -1.20741 1.71142
*
```

Here are the natural (NBO) charges for atoms 1 to 6, given in e:
1 C -0.43
2 N -0.10
3 N 0.02
4 N -0.28
5 C 0.23
6 C -0.65

Entry 6:
Here is a 2-piece molecular cluster, C4H7N3 overall in a non-equilibrium geometry from the OMol25 dataset. Energies are from wB97M-V/def2-TZVPD.

## Properties
energy: -320.80926 Ha
SMILES: [H]/N=C(C#N)/N=C/C.[H][H]
E_HOMO: -0.3975 Ha
energy above the lowest of the compared OMol25 structures with the same formula, charge and spin: 194.4 kJ/mol
gap between HOMO and LUMO: 0.38998 Eh

```
! RIJCOSX wB97M-V def2-TZVPD def2/J DEFGRID3
* xyz 0 1
H 0.23995 -1.71574 2.89647
N 0.60935 -1.37833 2.00787
C -0.31312 -0.89750 1.27840
C -1.71797 -0.85533 1.68608
N -2.81165 -0.83264 2.06223
N -0.09744 -0.41051 -0.01720
C 0.96165 0.27125 -0.20773
C 1.33403 0.77712 -1.55985
H 1.63494 0.49938 0.62881
H 0.54099 0.56946 -2.28088
H 2.26123 0.29365 -1.89038
H 1.53043 1.85433 -1.52190
H -2.27279 1.17891 -1.72274
H -1.89959 0.64595 -1.35919
*
```

Here are the natural (NBO) charges for atoms 1 to 6, given in e:
1 H 0.36
2 N -0.58
3 C 0.31
4 C 0.21
5 N -0.26
6 N -0.46